[1]
{
  "formula": "C3H32NO13",
  "method": "ωB97M-V/def2-TZVPD",
  "largest_force_ev_per_a": 3.73,
  "total_charge": 1,
  "relative_energy_kcal_mol": 47.9,
  "elements": ["H", "H", "C", "O", "H", "H", "O", "H", "O", "O", "H", "H", "H", "H", "C", "H", "N", "H", "O", "H", "O", "H", "O", "O", "H", "H", "H", "H", "C", "H", "O", "O", "H", "H", "O", "O", "H", "H", "H", "H", "H", "H", "H", "H", "H", "O", "H", "H", "H"],
  "positions_angstrom": [[-3.1976, -2.6095, -1.7169], [3.0592, -2.8878, -1.5024], [-1.0688, -1.7551, 1.4600], [0.2428, -1.1565, -1.0409], [0.8388, -4.3162, -0.7646], [3.5349, -1.4448, -1.8963], [-2.6651, -1.9172, -2.1859], [3.0245, 0.4449, -1.0604], [0.9738, 3.7482, 1.4393], [-0.0525, -4.3457, -0.4041], [-2.9385, -2.1555, -3.0764], [-1.1860, -2.8271, 3.1960], [-0.0759, -0.9741, -1.9662], [0.5658, -0.2840, 2.9479], [-1.0337, -1.7838, 2.8997], [-1.9196, 3.6823, -2.6259], [-1.5483, -0.2104, 0.9248], [2.3661, 1.8613, -1.2483], [2.9802, 0.6494, 2.8544], [-1.2824, 0.6487, -2.6277], [2.7705, -1.9857, -1.7099], [2.3692, 0.6723, 2.1127], [2.7907, 1.2686, -0.6266], [-3.1330, 1.3533, -0.5070], [0.7278, 4.2726, 2.2114], [-1.8383, 2.2762, -2.2352], [-0.2230, 4.0030, 0.1213], [-1.9443, -2.2612, 1.0789], [0.0858, -1.0122, 3.5715], [1.7333, 4.1779, 1.0533], [0.2435, -1.0857, 4.7609], [-2.5015, 2.9346, -2.4230], [1.0791, -1.6365, -1.1761], [-1.0227, 4.6816, -0.8593], [4.1416, -1.1090, 0.2903], [-1.0053, 3.8269, -0.4269], [-2.7976, 2.2419, -0.3194], [-1.9206, -1.6138, 3.5655], [-1.6716, -0.3818, -0.0667], [-0.7752, 0.4724, 0.9714], [-0.5018, -3.6118, -0.8167], [-0.0585, -1.9407, 0.8389], [-2.1700, -0.3422, -3.1183], [-2.2636, 0.3402, 1.3381], [3.8914, -0.3964, 0.9093], [-1.4419, 0.1880, -3.4603], [3.4219, 1.5352, 2.8213], [-3.4908, 1.3669, -1.3948], [4.8873, -0.6016, -0.1107]],
  "nbo_charge": [0.4914, 0.4949, -0.1610, -1.0324, 0.4685, 0.4916, -0.9697, 0.4828, -0.9541, -0.9341, 0.4876, 0.3008, 0.5018, 0.0986, -0.6431, 0.4765, -0.7314, 0.4794, -0.9387, 0.4355, -0.9651, 0.4632, -0.9661, -1.0050, 0.4944, 0.4501, 0.4887, 0.2216, 0.4379, 0.4863, -0.4610, -0.9265, 0.5156, 0.4664, -0.9486, -0.9803, 0.5106, 0.2883, 0.4583, 0.4213, 0.4699, 0.2976, 0.4764, 0.4387, 0.4859, -0.9104, 0.4820, 0.5012, 0.4633]
}

---

[2]
{
  "formula": "C5H32NO13",
  "method": "ωB97M-V/def2-TZVPD",
  "largest_force_ev_per_a": 3.77,
  "total_charge": -1,
  "relative_energy_kcal_mol": 86.0,
  "elements": ["H", "H", "H", "O", "H", "H", "H", "H", "H", "H", "O", "H", "H", "H", "H", "O", "H", "O", "H", "O", "H", "H", "H", "C", "O", "H", "H", "H", "N", "H", "H", "H", "O", "O", "C", "H", "O", "O", "O", "H", "H", "H", "C", "H", "H", "O", "C", "C", "O", "H", "H"],
  "positions_angstrom": [[-0.7915, -1.6862, 2.4106], [-2.4694, 0.5164, -3.3793], [-2.7175, -2.1657, 0.6112], [0.5469, -2.8858, -4.0787], [3.1285, 0.0133, 0.6665], [4.0156, -1.4878, 1.6144], [0.5978, 3.6519, -0.0871], [-0.1534, -3.2803, -3.6001], [1.7188, -3.4444, -1.2612], [0.9097, -4.6075, 0.7422], [-0.8112, 4.1495, 2.1581], [-2.0542, 4.3910, -1.2282], [-1.3991, 0.8470, -0.1898], [1.3707, -3.1193, 1.2235], [-2.5081, -0.7906, -1.3763], [-2.6442, 4.1561, -0.5132], [-1.1268, -1.4600, -2.2459], [1.8027, -1.5921, 1.8943], [-1.5809, -2.8763, 0.0515], [-0.1562, 3.7988, -0.6653], [-2.0536, 4.1705, 0.2543], [2.4369, 3.0449, 0.5583], [3.6726, 0.1699, -0.7540], [-1.5405, -0.5386, -1.8646], [1.1455, -3.7138, 0.5085], [-0.6171, 0.4708, -3.4209], [2.0905, -1.8822, -1.3688], [-0.1388, -1.8814, -0.0088], [-0.6819, -1.1092, 0.4294], [3.3070, -0.5514, 2.5626], [1.1901, -2.6771, -3.3764], [-3.1428, 1.1074, 1.1667], [-2.5423, -3.0339, 0.2332], [2.8240, 0.0579, -0.2586], [-1.4975, 0.6296, -2.8236], [-0.8253, 0.1304, 2.2760], [1.9164, -2.6964, -1.8287], [1.5116, 0.5654, 2.4930], [4.0234, -0.6077, 1.9334], [0.3216, 0.4258, -0.8227], [0.0218, 3.8975, 2.5470], [-1.4207, 3.4991, 2.5486], [-0.7035, -0.0653, -0.5594], [1.6020, 2.2929, 1.7111], [-3.2365, -0.4521, 1.2067], [-3.4595, 0.3549, 1.7209], [1.1429, -0.5519, 2.0863], [-0.3855, -0.8110, 1.8590], [1.7293, 3.1034, 1.2436], [-1.7218, 1.5499, -2.3295], [-0.6461, 2.9741, -0.6696]],
  "nbo_charge": [0.2029, 0.2038, 0.4538, -0.9810, 0.5042, 0.4782, 0.5004, 0.4514, 0.5127, 0.4760, -0.9471, 0.4799, 0.1410, 0.5273, 0.1908, -0.9779, 0.2010, -0.8217, 0.4815, -0.9908, 0.4945, 0.4885, 0.4581, -0.3966, -1.0186, 0.2282, 0.5100, 0.3877, -0.7146, 0.5073, 0.4990, 0.4779, -0.9488, -1.0035, -0.6313, 0.2128, -1.0060, -0.7949, -0.9590, 0.1972, 0.4860, 0.4640, -0.1986, 0.5225, 0.4640, -0.9402, 0.7832, -0.3312, -1.0025, 0.2096, 0.4690]
}

---

[3]
{
  "formula": "C20H22MnN2O2",
  "method": "ωB97M-V/def2-TZVPD",
  "spin_multiplicity": 6,
  "largest_force_ev_per_a": 2.02,
  "relative_energy_kcal_mol": 0.0,
  "elements": ["H", "C", "H", "C", "H", "H", "H", "C", "H", "C", "C", "C", "O", "C", "C", "H", "C", "C", "H", "C", "H", "C", "Mn", "C", "H", "H", "C", "H", "C", "C", "C", "N", "O", "H", "H", "H", "C", "H", "H", "H", "H", "N", "H", "H", "H", "C", "C"],
  "positions_angstrom": [[-0.1688, -1.4831, -4.9140], [3.4647, 1.0231, -2.3652], [-1.9655, 6.4397, -1.6675], [0.7425, -1.2360, 5.2564], [-1.3731, 4.0462, -1.4114], [-0.2393, -3.0664, 5.8921], [-0.9533, 4.5520, 2.8305], [-1.3945, 4.6931, -0.5394], [-2.6337, -1.4926, -0.6364], [-0.4276, -2.2212, 5.2225], [2.5565, 0.8519, -1.3170], [1.0936, -0.3455, -2.7220], [-0.2131, 2.1882, 1.8476], [-2.7433, -2.1224, -2.7362], [3.1572, 0.5037, -3.6311], [0.7948, -0.7364, 6.2287], [-1.4869, 6.3300, 1.7190], [-2.0232, -2.1166, -3.9387], [0.6467, -0.4658, 4.4861], [-0.5929, 2.7198, 0.7782], [-2.4619, -2.5491, -4.8369], [-0.7541, -1.5446, -3.9928], [-0.1955, 0.1623, -0.0689], [-1.7571, 6.8732, 0.4535], [-2.0043, 7.9318, 0.3488], [-3.7271, -2.5716, -2.6363], [-1.7347, 6.0396, -0.6746], [2.7229, 1.2463, -0.3141], [-2.1717, -1.5228, -1.6147], [-1.0625, 4.1502, 0.7097], [-0.2193, -0.9820, -2.8189], [-0.9623, -0.9420, -1.6782], [-0.6231, 2.1066, -0.3809], [-2.4653, -0.1541, 1.0789], [-1.0928, -0.2547, 2.2614], [-1.5281, 6.9800, 2.6019], [-1.4920, -0.6347, 1.3004], [-0.5893, -2.6210, 4.2180], [-1.5809, -1.7312, 1.2668], [1.6358, -0.5493, -4.7857], [4.3906, 1.5650, -2.1770], [1.4012, 0.1744, -1.4968], [3.8322, 0.6576, -4.4709], [1.6941, -1.7545, 5.1077], [-1.3548, -1.7454, 5.5548], [-1.1518, 4.9731, 1.8471], [1.9581, -0.1776, -3.8154]],
  "lowdin_spin": [0.0002, 0.0000, 0.0000, 0.0001, 0.0002, 0.0000, 0.0002, 0.0014, 0.0017, 0.0001, 0.0234, 0.0187, 0.0327, 0.0010, 0.0147, 0.0000, 0.0000, 0.0124, 0.0001, 0.0160, 0.0007, 0.0010, 4.5946, 0.0008, 0.0001, 0.0001, 0.0000, 0.0035, 0.0195, 0.0013, 0.0194, 0.0567, 0.0646, 0.0091, 0.0179, 0.0000, 0.0357, 0.0000, 0.0151, -0.0002, -0.0002, 0.0360, 0.0009, 0.0000, 0.0000, 0.0012, -0.0009]
}

---

[4]
{
  "formula": "C21H21AsIrN6S",
  "method": "ωB97M-V/def2-TZVPD",
  "largest_force_ev_per_a": 0.44,
  "total_charge": 3,
  "relative_energy_kcal_mol": 0.0,
  "elements": ["H", "C", "C", "C", "S", "C", "H", "As", "H", "H", "H", "N", "H", "H", "C", "H", "C", "N", "C", "C", "H", "H", "H", "H", "H", "N", "C", "H", "C", "C", "C", "C", "C", "H", "H", "C", "H", "H", "H", "C", "C", "C", "N", "Ir", "N", "C", "C", "H", "H", "C", "N"],
  "positions_angstrom": [[-2.9745, -4.7510, 0.6102], [-0.4223, 4.3712, -0.9207], [2.8147, -2.2204, -0.8352], [-1.2400, 1.5297, 3.7203], [-1.1729, -1.9465, 0.2819], [0.4820, 5.0537, -1.7351], [0.6534, -3.4317, -2.4316], [-0.8894, -3.9909, -0.5335], [1.0770, 2.4376, -2.0765], [-2.8642, 6.7018, -1.0113], [-1.3452, -0.7575, 6.0334], [-0.2659, -0.4617, 2.8853], [-1.1680, 3.3448, 1.4711], [-0.1999, -5.3513, 1.4459], [0.1213, 6.3046, -2.2130], [2.6395, 0.9525, -2.8451], [-0.5696, 2.6567, 0.8908], [-1.4991, 0.9598, 4.8969], [0.7184, 2.1555, -1.0966], [1.8781, -0.1298, -1.1433], [-2.5849, -5.7594, -0.8158], [-2.4067, 4.4829, -0.0417], [2.8914, -3.1290, -0.2528], [1.1840, -4.3886, 0.8604], [1.4655, 4.6597, -1.9573], [-1.0512, 6.8809, -1.9608], [-0.6264, 0.8371, 2.6948], [-0.2241, -2.0631, 4.2009], [3.6077, -2.0129, -1.9643], [-1.6480, 4.9747, -0.6371], [-0.3001, -3.9489, -2.3549], [-0.0903, 3.0535, -0.3726], [-0.5152, -1.0307, 4.0596], [0.6857, -5.8445, -0.0177], [-1.5268, 2.5682, 3.6080], [-1.1410, -0.2987, 5.0735], [-1.0524, -3.4354, -2.9510], [-3.3270, -4.1538, -1.0393], [0.8115, 6.8704, -2.8275], [2.6718, 0.0379, -2.2656], [-1.9124, 6.2171, -1.1929], [-2.6458, -4.7418, -0.4266], [0.5337, 0.5988, 0.6504], [0.7442, -1.2105, 1.2492], [1.9475, -1.2903, -0.4392], [-0.2510, 1.4167, 1.3886], [1.0159, 0.9233, -0.5684], [4.3188, -2.7657, -2.2831], [-0.1945, -4.9791, -2.6975], [0.3283, -4.9938, 0.5639], [3.5182, -0.9020, -2.6770]],
  "nbo_charge": [0.2804, -0.1275, 0.0267, 0.0691, -0.2453, -0.2189, 0.2517, 1.4589, 0.2662, 0.2288, 0.2589, -0.4405, 0.2673, 0.2852, 0.0645, 0.2439, -0.2336, -0.2682, -0.2119, 0.1247, 0.2906, 0.2227, 0.2323, 0.2319, 0.2227, -0.3201, 0.0931, 0.2399, 0.0477, -0.2203, -0.9534, 0.2385, 0.0549, 0.2922, 0.2429, 0.0600, 0.2846, 0.2842, 0.2291, 0.0674, 0.0644, -0.9393, -0.3788, 0.9986, -0.4440, 0.2688, 0.1867, 0.2584, 0.2881, -0.9548, -0.2696]
}

---

[5]
{
  "formula": "C22H34N2O5",
  "method": "ωB97M-V/def2-TZVPD",
  "largest_force_ev_per_a": 0.10,
  "smiles": "CCc1ccccc1OCCC(=O)N(C)C[C@H](C)NC(=O)COC[C@@H]1CCOC1",
  "relative_energy_kcal_mol": 6.7,
  "elements": ["H", "N", "C", "H", "H", "C", "H", "H", "H", "H", "C", "H", "H", "C", "N", "H", "C", "H", "C", "O", "C", "H", "H", "C", "H", "H", "O", "C", "H", "C", "C", "C", "H", "O", "C", "C", "O", "H", "C", "H", "O", "C", "H", "H", "H", "H", "C", "H", "H", "C", "H", "C", "H", "C", "H", "H", "C", "H", "H", "H", "H", "C", "H"],
  "positions_angstrom": [[0.4254, -0.8411, 9.0984], [0.3041, 1.9567, 2.2985], [-0.2743, -0.4323, -7.6169], [2.0664, 1.0063, 0.2357], [-0.6171, -1.2904, 0.6891], [-0.0912, -1.4966, -0.2425], [0.0623, -1.5041, 6.8200], [0.9772, 3.2578, 0.0324], [-0.9922, 0.3528, -3.0745], [-0.5755, 2.5687, 4.8630], [-1.7380, -0.2134, -5.5735], [2.1332, 0.5833, 5.9964], [0.5237, 0.0612, -7.0594], [1.1620, -0.0598, -1.8438], [0.7085, -0.3307, -0.5886], [0.9787, -2.1197, -8.1703], [0.2038, 1.8165, 4.7220], [-0.0948, 2.3746, -1.0338], [0.0143, -1.9326, -7.6962], [3.0987, -1.0972, 8.0140], [1.2009, 0.0177, 5.8523], [1.3566, -0.1623, 1.3722], [2.7991, 0.9087, 8.3629], [-2.7178, 0.1907, -7.7137], [-0.7833, 3.3775, 0.2563], [-0.7553, -2.4432, -8.2773], [-0.4716, 0.0469, 3.2180], [-1.5991, -0.1365, -6.9660], [1.8946, -2.7611, 7.7258], [0.0351, 2.7054, -0.0049], [-2.9602, 0.0357, -4.9639], [1.1506, 0.4922, 0.5243], [-4.8079, 0.6927, -7.7281], [-0.5995, -0.5344, -4.8893], [-0.0177, 1.1682, 3.3531], [2.4049, -0.0537, 8.7029], [0.1061, 0.9186, 5.7812], [1.2809, -0.5494, 4.9202], [0.9248, -0.2117, 8.3603], [2.6825, -2.1027, 6.2795], [1.8622, 0.9108, -2.0843], [2.1811, -1.8369, 7.2124], [-2.6178, 0.2563, -8.7913], [-1.4264, -1.3608, -3.1910], [0.0340, -2.3737, -6.6997], [-3.0676, -0.0156, -3.8903], [0.0784, 1.5114, 0.9312], [0.7612, -2.0354, -2.6649], [0.5292, -2.3848, -0.0908], [-4.0655, 0.3598, -5.7449], [0.6946, 2.8706, 2.4573], [0.7155, -0.9873, -2.9590], [-0.8363, -1.7128, -1.0046], [-3.9509, 0.4381, -7.1191], [-0.8870, 0.9987, 0.9235], [-5.0154, 0.5523, -5.2630], [-0.6768, -0.6164, -3.4781], [0.3969, 0.7386, 8.3065], [1.4216, -0.8279, -3.7706], [-0.2771, -0.0052, -8.6217], [2.6010, -0.1403, 9.7729], [0.9714, -0.9330, 7.0115], [1.1745, 2.3344, 4.7222]],
  "nbo_charge": [0.2091, -0.6207, -0.4156, 0.2331, 0.2319, -0.4159, 0.2255, 0.2085, 0.1797, 0.2134, 0.3733, 0.1644, 0.2201, 0.6926, -0.4461, 0.2071, -0.1523, 0.2356, -0.5959, -0.5394, -0.0663, 0.2116, 0.1665, -0.1812, 0.2118, 0.2026, -0.6311, -0.0845, 0.1709, -0.6154, -0.3149, -0.2269, 0.2131, -0.5183, 0.6514, -0.0718, -0.5189, 0.1893, -0.4340, 0.1854, -0.6344, -0.0626, 0.2082, 0.1752, 0.2096, 0.2141, -0.0534, 0.2187, 0.1956, -0.1997, 0.3981, -0.5250, 0.2013, -0.2411, 0.2066, 0.2119, -0.0567, 0.2306, 0.2609, 0.2051, 0.1826, -0.2665, 0.1735]
}